15
Properties=species:S:1:pos:R:3:forces:R:3:mulliken_charge:R:1 method="wB97M-V/def2-TZVPD" charge=0 orbital_gap_ev=9.66 smiles="FC(Cl)(Cl)Cl.C=C(F)CO" multiplicity=1
F -2.5419 0.5420 1.4165 0.0 -0.7 -2.2 -0.172
C -2.0104 0.1054 0.1839 -0.2 -0.7 1.9 0.467
Cl -3.1383 -0.8297 -0.8459 -0.1 1.0 0.6 -0.097
Cl -1.3561 1.5069 -0.6004 -0.1 -0.1 -0.1 -0.078
Cl -0.7935 -1.1062 0.6784 0.0 0.3 -0.1 -0.156
C 3.3761 -1.6759 0.1296 -2.4 0.2 -0.4 -0.739
C 3.2616 -0.3798 -0.3086 -0.2 -4.3 1.3 0.495
F 4.4020 0.0427 -0.7709 1.6 2.0 -1.4 -0.261
C 2.1295 0.5278 -0.1342 -1.2 2.8 0.8 0.517
O 2.4803 1.4849 0.9840 0.8 0.9 -3.0 -0.512
H 4.2431 -2.2414 -0.1598 0.6 0.3 0.2 0.293
H 2.5886 -2.3777 0.5688 0.8 1.7 -0.6 0.177
H 1.5999 1.2229 -0.9612 1.8 -2.1 1.2 0.281
H 1.3639 -0.1335 0.2421 -0.3 0.3 0.2 -0.528
H 2.9745 2.2162 0.4577 -1.2 -1.7 1.7 0.313

16
Properties=species:S:1:pos:R:3:forces:R:3:mulliken_spin:R:1 method="wB97M-V/def2-TZVPD" charge=+1 orbital_gap_ev="6.87 / 4.39" relative_energy_ev=6.421 multiplicity=2 s2=0.7533
N -2.3613 -0.0625 1.0377 -0.2 -3.5 -0.8 0.997
H -3.3358 -0.3352 1.2074 -0.4 1.2 0.3 -0.009
H -1.7687 -0.7336 1.5558 0.6 1.1 0.6 -0.007
H -2.1000 -0.1423 0.0291 0.1 1.4 -0.5 -0.003
H -0.8104 0.4654 -1.6830 -0.2 0.6 -0.6 -0.001
H -1.0053 -1.0174 -1.8837 -0.5 -0.4 -0.7 -0.001
O -1.4993 -0.1888 -1.9689 0.6 -0.2 1.6 0.017
H 1.0655 2.0488 -0.9742 1.2 -1.0 -0.3 0.000
H 0.6680 -0.6213 -1.0012 1.2 3.5 -0.1 -0.001
O 0.5620 1.2128 -0.9409 -2.1 -2.9 0.5 0.002
H 2.5931 -0.5873 0.7571 0.4 -0.1 0.1 0.000
H 2.5395 0.0654 -0.5639 0.2 0.5 -0.5 0.000
O 3.1632 -0.3919 -0.0029 -0.4 -0.4 0.2 0.000
H 0.9621 0.1997 2.2702 0.0 0.4 -0.2 0.000
H 0.5794 0.3439 0.7096 0.4 1.0 0.4 0.000
O 0.7479 -0.2558 1.4517 -0.8 -1.1 0.1 0.004

48
Properties=species:S:1:pos:R:3:forces:R:3:mulliken_charge:R:1 method="wB97M-V/def2-TZVPD" charge=0 orbital_gap_ev=7.42 relative_energy_ev=0.000 multiplicity=1
Y -0.0566 0.7048 -0.0707 0.0 1.5 -0.8 2.153
O -1.6839 2.2092 -0.2675 0.0 -0.7 0.1 -0.858
H -2.6344 2.2160 -0.1481 0.0 0.0 0.0 0.082
O -0.1976 -0.5676 -1.9720 0.2 0.0 0.6 -0.842
H -0.9911 -0.3529 -2.4649 0.2 0.0 -0.3 0.042
O 1.1108 2.1815 1.1598 -0.2 -0.7 0.1 -0.843
H 1.3125 3.0974 0.9707 -0.1 0.0 -0.1 0.114
C 1.2767 2.7463 -2.6609 -0.5 0.5 -0.8 0.444
O 0.5954 2.2288 -1.8056 0.3 -0.1 0.1 -0.435
N 0.6835 3.5413 -3.6149 -0.1 -0.3 0.6 -0.481
N 2.6189 2.6232 -2.7857 0.5 0.0 0.1 -0.338
H -0.3167 3.5550 -3.5266 0.0 0.3 -0.3 0.246
H 1.1730 3.9767 -4.3705 -0.1 0.0 -0.1 0.143
H 3.0911 1.9250 -2.2455 0.0 0.0 0.2 0.222
H 3.1021 3.0598 -3.5468 0.1 -0.1 0.0 0.160
C 0.6270 -2.7108 0.9949 -0.3 -0.6 0.4 0.479
O 0.4947 -1.5064 0.8820 0.0 -0.1 -0.1 -0.471
N 1.7360 -3.3750 0.5471 0.0 0.7 0.0 -0.478
N -0.3168 -3.5140 1.5839 0.1 0.0 -0.1 -0.359
H 1.9436 -4.3083 0.8471 0.1 0.0 0.0 0.179
H 2.4888 -2.7362 0.3441 0.2 -0.3 0.0 0.211
H -0.0840 -4.4152 1.9553 0.0 -0.1 -0.2 0.187
H -1.2443 -3.1706 1.7422 0.0 0.2 0.0 0.221
C 3.2199 -0.2960 -1.1423 -0.6 -0.5 -0.5 0.187
O 2.2888 0.2206 -0.5594 0.4 0.4 0.1 -0.416
N 3.0189 -1.2766 -2.0935 0.4 0.2 0.3 -0.438
N 4.5070 0.0976 -0.9307 0.2 -0.1 0.0 -0.390
H 3.6584 -2.0530 -2.0861 -0.1 0.0 -0.3 0.208
H 2.0381 -1.4493 -2.2912 -0.2 -0.1 0.2 0.263
H 5.2529 -0.2278 -1.5171 0.0 0.1 -0.1 0.171
H 4.6521 0.9069 -0.3520 0.0 -0.1 0.2 0.285
C -2.6557 -0.0470 3.8746 -0.8 0.7 0.9 -1.818
C -2.0093 -0.3136 2.5366 1.0 -1.2 0.5 0.916
C -3.0024 -0.3429 1.4156 -0.9 0.8 -0.5 -0.876
O -2.3770 -0.6623 0.1926 0.6 -0.2 0.4 0.090
C -3.2547 -0.7038 -0.9039 -0.8 -0.3 -0.1 -0.854
N -0.8705 0.5529 2.2197 -0.9 0.8 1.2 -0.232
H -1.9573 -0.0562 4.7147 0.3 -0.1 -0.3 0.412
H -3.4447 -0.7466 4.1679 0.1 -0.2 -0.4 0.414
H -3.1412 0.9361 3.9295 0.1 0.0 -0.3 0.404
H -1.5781 -1.3182 2.6160 -0.1 0.0 -0.1 -0.405
H -3.4830 0.6405 1.2820 0.1 0.0 0.3 0.471
H -3.8238 -1.0308 1.6633 0.2 -0.2 -0.1 0.417
H -3.6049 -1.7311 -1.0569 0.0 0.0 0.0 0.269
H -2.7701 -0.3581 -1.8045 0.3 0.0 0.0 0.150
H -4.1401 -0.0736 -0.7586 0.1 0.1 0.2 0.380
H -0.0953 0.4213 2.8665 0.0 -0.4 -0.2 0.348
H -1.1566 1.5031 2.4697 0.2 0.2 -0.7 0.264

11
Properties=species:S:1:pos:R:3:forces:R:3:mulliken_charge:R:1 method="wB97M-V/def2-TZVPD" charge=0 orbital_gap_ev=8.40 relative_energy_ev=2.411 smiles="SSC1=C=C=CC=N1" multiplicity=1
S 2.6872 1.4646 -1.0710 -0.4 1.5 -0.1 -0.188
S 0.9009 1.4181 -2.1713 1.1 -0.4 -0.3 -0.102
C -0.2120 0.6336 -1.1372 2.2 -1.4 2.9 0.179
C -1.4312 0.3750 -0.8774 -2.5 -0.3 1.3 0.328
C -2.1434 -0.1745 0.0809 0.7 2.1 -4.3 -0.135
C -1.6995 -0.7690 1.1235 2.0 -0.8 0.6 -0.561
C -0.1248 -0.6260 1.0948 -0.9 -1.1 2.0 -0.002
N 0.6475 -0.1289 0.2399 -1.7 1.1 -1.4 -0.388
H 3.3311 0.2974 -1.0578 -0.5 -0.7 -0.5 0.175
H -2.2500 -1.4612 1.7035 0.1 -0.3 1.3 0.396
H 0.2943 -1.0289 2.0720 -0.1 0.4 -1.5 0.299

12
Properties=species:S:1:pos:R:3:forces:R:3:mulliken_spin:R:1 method="wB97M-V/def2-TZVPD" charge=0 orbital_gap_ev="10.65 / 5.97" relative_energy_ev=1.797 multiplicity=2 s2=0.7554
C 0.0622 -1.7599 -1.3568 -0.1 0.2 0.3 0.018
C -1.1145 -1.1986 0.5598 0.3 0.0 0.0 0.010
N -0.8160 -2.1004 -0.2581 -0.1 -0.2 -0.1 0.035
H -0.4780 -1.9181 -2.2891 0.1 0.0 -0.1 0.000
H 0.4007 -0.7134 -1.2892 0.0 0.0 -0.1 0.000
H 0.9409 -2.3991 -1.3267 0.0 -0.1 -0.1 0.000
H -1.7758 -1.4214 1.3904 -0.1 0.1 0.1 0.005
H -0.6891 -0.1902 0.4659 -0.2 0.1 0.1 -0.002
O 1.3996 0.9190 0.1493 0.3 0.0 0.1 0.839
C 0.7710 1.9504 0.6256 -0.5 0.1 0.0 -0.001
O -0.3760 2.2734 0.4958 0.0 0.0 0.0 0.026
H 1.4960 2.5305 1.2437 0.3 -0.1 -0.1 0.070

48
Properties=species:S:1:pos:R:3:forces:R:3:mulliken_spin:R:1 method="wB97M-V/def2-TZVPD" charge=-1 orbital_gap_ev="6.82 / 6.67" multiplicity=2 s2=0.7649
Cr 1.0499 0.0155 -0.1305 0.2 1.4 0.2 1.082
Br 6.7028 1.6025 3.5345 0.0 0.0 0.0 0.000
C 4.9902 0.9864 3.0153 -0.1 -0.1 0.0 -0.003
C 4.1640 0.3475 3.9320 0.0 0.0 -0.1 0.003
Br 4.7187 0.0734 5.7209 0.0 0.0 0.0 0.000
C 2.9005 -0.1058 3.5189 0.0 0.0 0.0 -0.011
Br 1.7036 -0.9930 4.6890 0.0 0.0 0.0 0.000
C 2.4684 0.0696 2.2178 -0.1 0.0 0.0 0.012
O 1.2925 -0.3375 1.7524 0.2 -0.1 -0.4 -0.015
C 3.3052 0.7276 1.2768 -0.1 0.0 -0.2 -0.002
O 2.8285 0.8328 0.0628 0.2 -0.1 0.2 0.013
C 4.5556 1.1712 1.6940 0.1 0.1 0.0 0.007
Br 5.6197 2.0194 0.3819 0.0 0.0 0.0 0.000
O 1.1582 -0.1478 -2.0298 0.1 -0.5 -0.2 0.004
C 0.4018 -0.7157 -2.9331 0.1 0.2 0.2 0.010
C 0.6589 -0.4575 -4.2964 0.0 0.1 -0.1 -0.003
C -0.1135 -1.0041 -5.2951 0.0 0.0 0.0 0.000
C -1.1871 -1.8474 -4.9884 0.1 0.1 0.0 0.001
C -1.4444 -2.1266 -3.6642 0.0 0.0 0.0 0.001
C -0.6690 -1.5855 -2.6323 0.0 -0.1 0.1 -0.003
C -0.9188 -1.9473 -1.2451 -0.1 0.1 0.0 0.019
N -0.3976 -1.3733 -0.1766 -0.3 -0.6 0.3 -0.050
C -0.8631 -2.0611 0.9319 0.0 0.1 -0.1 0.009
C -1.6883 -3.0526 0.5234 0.0 0.0 -0.1 0.001
N -1.7231 -2.9646 -0.8536 -0.1 -0.2 0.0 0.001
H 1.4881 0.2010 -4.5213 0.0 0.0 0.0 0.000
H 0.1102 -0.7747 -6.3312 0.0 0.0 0.0 0.000
H -1.8075 -2.2666 -5.7702 0.0 0.0 0.0 0.000
H -2.2858 -2.7698 -3.4249 0.0 0.0 0.0 0.000
H -0.5638 -1.7715 1.9249 0.1 0.0 -0.1 -0.001
H -2.2409 -3.7972 1.0691 0.0 0.0 0.0 0.000
H -2.2098 -3.5811 -1.4772 0.0 0.0 0.0 0.000
C -3.0320 0.4677 -0.0214 -0.1 -0.1 -0.1 0.000
Si -1.7990 1.6409 0.7851 -0.1 0.0 -0.1 0.007
C -2.5891 3.3510 0.7148 -0.1 0.1 0.0 -0.003
C -1.6299 1.1653 2.5871 0.1 -0.1 0.2 -0.002
C -0.1920 1.6622 -0.1079 0.2 -0.3 0.1 -0.081
H -4.0563 0.7056 0.2842 0.0 0.0 0.0 0.000
H -2.8263 -0.5666 0.2694 -0.1 0.1 0.0 0.000
H -2.9794 0.5281 -1.1151 0.0 0.0 0.1 0.000
H -3.5440 3.3797 1.2545 0.1 0.0 -0.1 -0.001
H -2.7772 3.6449 -0.3240 0.0 0.0 0.1 0.000
H -1.9250 4.0999 1.1592 -0.1 0.0 0.0 0.000
H -2.5767 0.7919 2.9934 0.1 0.0 0.0 0.000
H -1.3115 2.0163 3.1984 0.0 -0.1 0.0 0.000
H -0.8665 0.3885 2.6965 -0.1 0.1 0.0 0.001
H 0.4669 2.4366 0.3094 0.0 0.0 -0.1 0.007
H -0.3661 1.9219 -1.1596 0.1 0.0 0.0 -0.002